Below is C17H37BeBrCl5F2LiN2O5P2 as an isolated structure, with properties calculated with ωB97M-V/def2-TZVPD.

XYZ file:
```
73
Properties=species:S:1:pos:R:3:forces:R:3:mulliken_charge:R:1
C 4.89581 -1.73631 1.66847 -0.77 -0.82 0.33 -0.62
C 4.17250 -1.35388 2.96509 1.20 0.13 -0.79 -0.17
P 3.23151 0.21935 2.90814 -0.41 0.73 1.55 -0.05
C 4.16669 1.30416 1.76398 -0.55 -0.85 -0.12 -1.28
C 1.62314 0.00359 1.96466 -0.96 -0.79 -1.24 -0.01
C 1.59080 -1.17667 1.01147 -0.09 1.41 -0.93 -0.05
N 1.21752 -2.27969 1.84534 0.99 0.46 0.83 0.26
C 0.44198 -1.84497 2.76685 -0.82 -1.00 -0.27 -0.32
C 0.30042 -0.36226 2.75666 2.56 0.14 0.96 -0.25
Br 0.48402 0.22491 4.59581 -0.84 -0.07 0.11 -0.06
H 5.61296 -0.98959 1.34593 -0.11 0.23 0.00 0.24
H 5.49247 -2.64139 1.84455 0.05 -0.07 -0.14 0.38
H 4.15756 -1.97848 0.88076 1.09 0.26 0.34 0.09
H 4.93689 -1.19757 3.79400 -0.41 0.36 0.49 0.96
H 3.54373 -2.19229 3.29619 -1.17 0.86 -0.57 -0.55
H 3.70343 2.27946 1.88284 0.11 0.15 0.00 0.27
H 5.19584 1.29875 2.11070 0.11 0.17 -0.08 0.50
H 4.08205 0.96409 0.73275 0.31 0.13 -0.15 0.42
H 1.42055 0.87746 1.34662 0.36 0.39 0.33 0.13
H 0.62331 -1.08575 0.38765 0.49 0.26 -0.37 -0.10
H 2.37201 -1.29280 0.24691 0.15 -0.64 0.22 -0.19
H 1.49438 -3.23713 1.67240 -0.27 -0.09 -0.31 0.30
H -0.01144 -2.53669 3.46078 -0.18 0.12 0.11 0.54
H -0.59737 -0.00524 2.26321 -0.24 -0.02 0.21 0.36
F -1.01192 -2.19633 0.89499 -0.69 2.04 -1.53 -0.63
C -2.84297 3.45700 2.09255 0.04 -0.06 -0.02 -1.09
C -2.04616 4.06937 0.94723 -0.28 -0.05 0.17 -0.60
C -0.78210 3.27321 0.60489 -0.06 0.25 0.02 0.19
C 0.12696 3.20817 1.74769 -0.16 -0.02 0.02 0.41
N 0.78992 3.16882 2.68350 0.12 -0.02 0.02 -0.40
H -2.27157 3.44332 3.02112 0.03 0.00 -0.01 0.27
H -3.74547 4.03650 2.27786 -0.02 -0.02 0.00 0.33
H -3.14128 2.43169 1.85678 -0.03 0.01 0.00 0.31
H -1.77117 5.09396 1.20426 0.09 0.00 -0.05 0.28
H -2.67380 4.12115 0.05664 0.09 0.01 -0.07 0.37
H -0.25294 3.73231 -0.22981 0.01 -0.06 -0.05 0.38
H -1.05293 2.24872 0.31269 0.01 0.00 -0.01 -0.38
F 5.58945 -0.95752 5.28710 -0.40 -0.87 -0.49 -0.85
C 4.09371 4.21771 -0.31313 0.14 0.03 0.00 -0.33
Cl 2.41491 3.67500 -0.52219 0.05 0.03 -0.07 -0.13
Cl 5.20826 3.28117 -1.30148 0.00 0.01 0.02 -0.14
H 4.15182 5.25902 -0.60454 -0.06 -0.01 -0.07 0.39
H 4.36374 4.09787 0.72893 -0.04 -0.06 0.01 0.25
Be -0.71701 -0.34309 -0.43623 -0.57 -3.03 1.12 0.55
O -2.54367 -3.49293 -1.76739 0.18 0.80 -0.16 -0.50
H -1.91841 -3.05520 -1.17069 0.12 -0.28 0.46 0.24
Li 4.17205 -3.35109 4.08659 1.30 0.24 0.88 0.93
Cl -1.86999 5.92014 4.76186 -0.01 0.02 -0.06 -0.20
C -0.14091 5.97030 4.31501 0.07 -0.10 0.02 -0.19
C 0.65873 6.84670 5.24139 0.07 0.01 0.02 -0.53
Cl 0.24768 8.57239 5.05855 -0.01 0.00 0.01 -0.19
H -0.07007 6.31333 3.28567 -0.05 0.06 0.01 0.28
H 0.22997 4.94937 4.36464 0.01 -0.01 0.04 0.12
H 1.71797 6.74528 5.01254 0.00 -0.01 -0.04 0.34
H 0.50069 6.57264 6.28090 -0.06 0.03 0.01 0.34
Cl 3.46876 -2.63106 -0.94393 -0.53 -0.39 -0.73 -0.60
C -2.69489 -3.78262 -5.17933 0.16 -0.02 0.17 -0.72
O -3.12429 -4.48624 -6.35931 -0.06 0.06 0.00 -0.33
P -4.51985 -4.11428 -7.02125 0.10 0.02 0.07 1.05
O -4.85375 -2.69407 -7.01008 -0.06 0.10 0.03 -0.71
O -5.58332 -5.05816 -6.30344 -0.10 0.00 -0.05 -0.28
C -6.02081 -4.71890 -4.98354 0.00 -0.01 0.11 -0.67
O -4.41167 -4.76583 -8.44507 -0.03 -0.16 0.01 -0.33
C -3.99628 -6.13221 -8.58008 0.08 -0.11 -0.08 -0.59
H -1.81889 -3.18611 -5.42486 -0.02 0.01 -0.06 0.32
H -3.47094 -3.12783 -4.78853 -0.02 0.02 -0.06 0.33
H -2.43004 -4.51096 -4.41755 -0.02 -0.03 -0.02 0.26
H -6.14938 -3.64139 -4.88151 0.01 0.01 -0.04 0.34
H -5.30208 -5.07907 -4.24607 0.01 0.02 0.00 0.29
H -6.97603 -5.20943 -4.81728 0.00 -0.04 -0.07 0.25
H -4.41909 -6.75405 -7.79252 -0.02 0.04 0.03 0.31
H -2.90950 -6.19047 -8.55213 0.00 0.03 0.04 0.23
H -4.35223 -6.48733 -9.54319 -0.04 0.09 -0.03 0.25
```
Forces are in eV/Å.

- Orbital gap: 2.874 eV
- Molar mass: 722.6 u
- HOMO energy: -8.3 eV
- Total charge: 0
- Calculated total energy: -6934.99979 Eh

=====

Below is an isolated ion of composition C4H7N2 and charge +1, with properties calculated with ωB97M-V/def2-TZVPD.

XYZ file:
```
13
Properties=species:S:1:pos:R:3:forces:R:3:mulliken_charge:R:1
C -1.74269 -0.24723 0.17521 -3.04 1.02 0.00 -0.28
C -3.07192 0.39363 -0.32919 -0.49 2.25 -1.99 -0.07
C -0.35535 -0.07723 0.43080 0.33 -1.13 -0.46 0.33
C 2.01055 -0.41272 0.13584 2.76 -0.66 -1.21 -0.79
N -2.89997 -0.71720 0.51383 2.50 -1.17 0.73 -0.28
N 0.63299 -0.49015 -0.29084 -2.23 -0.51 -2.20 -0.12
H -3.54766 1.37550 0.13713 1.29 -2.11 -1.00 0.24
H -3.31468 0.17069 -1.44052 0.28 0.61 2.01 0.21
H 0.00128 0.40823 1.29152 -0.26 0.88 1.43 0.42
H 2.34420 0.45229 0.72070 -0.97 0.11 -0.15 0.32
H 2.27074 -1.29975 0.71559 -0.27 -0.05 0.04 0.37
H 2.72772 -0.45024 -0.74656 -1.25 0.12 0.85 0.31
H 0.32163 -0.93344 -1.22895 1.36 0.63 1.94 0.35
```
Forces are in eV/Å.

- Orbital gap: 9.082 eV
- Molar mass: 83.1 u
- HOMO energy: -14.7 eV
- Total charge: +1
- Calculated total energy: -265.73259 Eh
- ΔE to the lowest compared entry with this formula, charge and spin: 4.786 eV

=====

Below is C18H28F6KNO7S2 as an isolated structure, with properties calculated with ωB97M-V/def2-TZVPD.

XYZ file:
```
63
Properties=species:S:1:pos:R:3:forces:R:3:mulliken_charge:R:1
K 0.48735 0.30911 0.02390 -2.60 0.19 3.04 1.69
C -0.89280 2.14466 -2.26890 -0.02 0.08 -0.16 -0.76
O -1.26522 1.74983 -0.95922 -0.39 0.52 -0.25 0.36
C -1.56911 2.85960 -0.14194 -0.09 0.02 0.28 -0.64
C -1.96313 2.35851 1.23557 0.02 0.01 -0.12 -0.42
O -0.89905 1.76846 1.95864 0.03 0.05 -0.11 -0.26
C -0.02523 2.66762 2.62423 0.13 -0.05 0.07 -0.75
C 1.37659 2.64061 2.04771 -0.21 -0.03 0.12 -0.29
O 1.87853 1.32439 2.15662 0.07 0.05 0.07 -0.15
C 3.29792 1.29433 2.18441 0.11 0.03 0.03 -0.97
H -1.67803 2.75398 -2.72914 -0.01 -0.03 0.02 0.30
H 0.04330 2.71049 -2.25789 -0.02 0.01 0.01 0.28
H -0.74872 1.24222 -2.85773 -0.01 0.00 0.02 0.04
H -0.70531 3.53619 -0.07236 -0.02 0.02 -0.07 0.34
H -2.41301 3.42247 -0.56290 0.04 0.02 -0.04 0.52
H -2.40635 3.18126 1.80754 -0.02 -0.02 0.00 0.45
H -2.69902 1.56527 1.11082 -0.09 0.08 0.03 -0.17
H -0.41327 3.69093 2.59441 -0.01 0.00 -0.02 0.45
H 0.02963 2.34739 3.66783 -0.02 0.04 0.00 0.32
H 1.38490 2.96256 0.99805 0.08 0.04 0.01 -0.03
H 1.99606 3.33237 2.63156 0.01 0.04 -0.05 0.60
H 3.67217 1.80356 3.07959 -0.04 -0.04 0.01 0.34
H 3.60616 0.25195 2.20094 -0.02 0.00 0.00 0.25
H 3.72855 1.76541 1.29939 -0.04 0.00 -0.01 0.36
C 0.43537 -2.56370 2.68159 -0.06 -0.10 -0.17 -1.40
C -0.32156 -3.35108 1.60698 -0.05 -0.01 0.15 0.11
C -1.03450 -4.56320 2.21556 0.08 0.04 -0.08 -1.62
C -1.30466 -2.48093 0.85256 0.07 -0.10 -0.01 0.55
C -2.26333 -1.72023 1.51577 -0.03 0.00 0.00 0.18
C -3.16994 -0.94475 0.80876 0.01 -0.02 0.02 -1.01
C -3.13029 -0.87896 -0.58017 -0.02 0.02 -0.03 0.92
C -4.10828 -0.03154 -1.34748 0.03 -0.08 0.04 -1.80
C -2.17919 -1.64686 -1.24262 -0.06 -0.04 -0.02 -0.49
C -1.29456 -2.45073 -0.53819 -0.15 -0.06 0.05 -0.63
H 1.20609 -3.19136 3.13118 0.01 0.04 0.02 0.47
H -0.23483 -2.23108 3.47600 0.00 0.03 0.01 0.28
H 0.91548 -1.68499 2.24707 0.05 0.02 0.09 0.25
H 0.41431 -3.71534 0.88516 -0.02 0.02 -0.04 0.35
H -1.78752 -4.24367 2.93901 0.00 -0.01 0.02 0.30
H -0.32200 -5.21462 2.72499 -0.02 0.00 0.02 0.46
H -1.53608 -5.14288 1.43949 -0.02 -0.02 0.03 0.39
H -2.32094 -1.74374 2.59795 0.03 0.03 0.00 0.36
H -3.92256 -0.38192 1.35139 0.00 0.01 -0.02 0.43
H -5.02001 -0.59595 -1.55593 -0.02 0.04 -0.02 0.43
H -3.68378 0.28181 -2.30124 -0.02 0.04 0.01 0.32
H -4.39094 0.85728 -0.78151 0.00 0.01 -0.03 0.30
H -2.13990 -1.62643 -2.32621 0.00 -0.01 0.01 0.42
H -0.59227 -3.07627 -1.07209 0.05 0.06 0.00 0.52
F 1.59516 -1.93062 -4.76316 -0.16 0.04 0.11 -0.23
C 0.95928 -1.84862 -3.59795 0.16 0.27 0.01 0.62
F 0.09826 -0.81607 -3.63681 0.10 -0.23 -0.09 -0.21
F 0.25848 -2.96524 -3.41238 0.09 0.02 0.11 -0.22
S 2.18716 -1.57049 -2.23178 -0.36 -0.48 -0.60 0.88
O 1.39806 -1.34253 -1.03820 1.04 -2.06 -1.23 -0.99
O 3.04051 -2.70835 -2.25426 0.17 -0.05 -0.10 -0.66
N 2.78814 -0.21752 -2.77266 0.14 -0.11 0.22 -0.54
S 3.14195 0.80497 -1.63197 0.72 0.76 -0.45 1.05
O 4.10602 0.33805 -0.68510 0.24 -0.06 0.12 -0.67
O 2.00047 1.50296 -1.07857 1.19 1.13 -1.01 -0.87
C 3.95722 2.10273 -2.66538 -0.18 -0.12 -0.13 0.49
F 4.27170 3.13779 -1.88352 -0.05 -0.09 0.00 -0.20
F 5.06157 1.65167 -3.24332 -0.09 0.01 0.00 -0.21
F 3.09903 2.51924 -3.60409 0.22 0.01 0.10 -0.21
```
Forces are in eV/Å.

- Orbital gap: 9.014 eV
- Molar mass: 587.6 u
- HOMO energy: -8.9 eV
- Total charge: 0
- Calculated total energy: -3279.61615 Eh
- ΔE to the lowest compared entry with this formula, charge and spin: 1.387 eV